{"formula": "C5H21N2O3", "method": "the ωB97M-V functional and the def2-TZVPD basis", "species": ["N", "C", "C", "N", "C", "C", "C", "H", "H", "H", "H", "H", "H", "H", "H", "H", "H", "H", "H", "H", "H", "H", "H", "H", "O", "H", "H", "O", "H", "H", "O"], "xyz": [[-2.2329, -1.4552, -1.9030], [-1.9846, 0.0620, -2.0032], [-0.4786, 0.3035, -2.0718], [0.2442, 0.1385, -0.7719], [1.7161, 0.3627, -0.9632], [2.3970, 0.5833, 0.4217], [2.6851, 2.0021, 0.6330], [-1.5054, -1.7238, -1.2868], [-3.1475, -1.6566, -1.5277], [-2.1386, -1.9570, -2.7903], [-2.6373, 0.3612, -2.7899], [-2.2647, 0.4306, -0.9904], [0.0071, -0.3722, -2.9238], [-0.5843, 1.3246, -2.4165], [-0.1592, 0.7868, -0.0681], [2.1151, 1.0598, -1.6179], [2.0169, -0.6221, -1.3849], [3.3267, -0.0744, 0.4539], [1.6164, 0.0706, 1.0757], [3.7488, 2.1758, 0.9805], [2.1521, 2.6150, 1.3024], [2.4989, 2.5806, -0.2319], [1.0135, 1.7862, 2.2945], [0.0636, 1.9124, 3.4686], [0.0355, 1.6665, 2.4782], [-0.3548, -1.9514, 0.6032], [-1.6885, -2.1910, 1.4747], [-1.2312, -2.5564, 0.6547], [0.0762, -0.4895, 1.9823], [-1.1354, -0.2048, 2.7957], [-0.6929, -0.9259, 2.3949]], "forces_ev_per_angstrom": [[-0.36, 1.20, -1.18], [0.41, -2.13, 2.16], [0.05, -0.77, -1.50], [-0.64, 1.14, -1.24], [-0.23, -3.60, 1.85], [-1.12, -3.54, -0.75], [2.68, 1.42, 1.11], [0.70, -1.42, 1.62], [-0.17, -0.32, 0.45], [0.10, 0.28, 0.08], [0.04, 0.98, -0.56], [-0.44, -0.01, -0.89], [-0.79, 1.55, 1.84], [1.28, 0.63, -0.33], [0.40, -0.24, -0.70], [-0.25, 1.90, -1.58], [0.21, 0.54, 0.27], [-1.19, 0.98, 0.12], [1.43, 0.83, -0.04], [-1.06, -0.19, -0.69], [-1.12, 0.18, 1.47], [0.35, 0.46, -1.38], [-1.58, -0.23, -0.06], [-0.52, -0.53, -2.13], [2.06, 1.13, 2.32], [-3.21, -2.20, 0.34], [1.31, -0.59, -1.52], [1.75, 2.02, -0.20], [-0.55, -0.22, 0.52], [-0.58, 1.19, 0.75], [1.05, -0.42, -0.14]], "charge": 1, "e_tot_ev": -14640.250, "gap_ev": 10.35, "multiplicity": 1}